1.
{
  "formula": "C3H38NO15",
  "method": "the ωB97M-V functional and the def2-TZVPD basis",
  "charge": 1,
  "multiplicity": 1,
  "homo_lumo_gap_ev": 10.0,
  "e_above_lowest_kcal_mol": 7.01,
  "elements": ["H", "O", "C", "H", "O", "H", "O", "H", "H", "H", "H", "H", "H", "C", "O", "H", "H", "N", "H", "H", "O", "C", "O", "O", "H", "H", "O", "H", "O", "H", "H", "H", "H", "H", "H", "O", "H", "O", "H", "H", "H", "H", "H", "H", "H", "O", "O", "H", "H", "H", "O", "H", "H", "H", "H", "H", "O"],
  "positions_angstrom": [[0.566, 3.817, 0.998], [-1.433, -3.288, 1.600], [-0.535, -0.302, 0.009], [2.051, 0.624, -3.531], [-2.402, -0.374, -2.996], [2.453, 1.320, 3.200], [-1.951, 3.268, -0.514], [-0.821, 2.258, -4.168], [-1.671, 0.173, -3.336], [1.117, 3.624, -0.468], [2.803, 2.805, 3.130], [2.360, -1.338, 1.503], [-1.313, 3.964, -0.234], [1.432, -1.415, 0.957], [-0.665, 1.854, -3.314], [-1.974, 0.568, -1.101], [2.621, 0.464, -2.161], [-1.417, 0.829, -0.286], [0.555, -2.867, 4.087], [3.234, 2.178, -0.739], [0.547, 4.154, 0.104], [0.610, -0.213, 0.651], [2.544, 2.075, 2.560], [0.475, -4.102, -0.703], [-0.507, -2.660, 2.980], [-0.936, 1.719, -0.570], [2.178, -0.324, 3.512], [0.236, 2.066, -3.025], [-3.420, -1.706, 0.012], [-4.105, -1.848, -0.641], [-2.107, 1.058, 0.438], [-4.180, 1.692, 1.312], [-2.179, -2.944, 1.087], [-1.124, -3.987, 1.074], [-3.664, 0.657, 2.435], [2.306, 1.153, -2.764], [1.387, -0.749, 3.131], [-0.898, -2.653, -2.647], [0.899, 0.739, 1.095], [-1.643, -2.945, -3.173], [-1.142, -1.771, -2.345], [-0.948, -1.263, -0.277], [-0.024, -3.428, -1.196], [2.456, -0.818, 4.286], [2.702, 2.010, 0.737], [-3.787, 0.836, 1.503], [2.493, 2.326, -0.158], [-3.106, -0.316, -3.643], [4.587, 0.216, 0.153], [-2.192, 3.662, -1.364], [0.228, -2.227, 3.461], [0.812, -2.147, 1.450], [1.751, -1.940, 0.055], [-3.766, -1.179, 0.740], [3.995, -0.905, -0.609], [1.168, -4.386, -1.279], [3.908, 0.043, -0.507]],
  "forces_ev_per_a": [[0.61, -0.36, 0.14], [-1.13, 1.47, 0.78], [-0.25, -0.53, 0.03], [0.10, 0.24, -0.18], [0.32, 0.29, 0.31], [-0.02, 0.12, -0.83], [-0.08, 1.54, -0.47], [0.24, 0.28, -0.15], [-0.18, 0.16, -0.03], [0.48, -0.33, 0.72], [0.07, 0.28, -0.26], [-0.13, 0.79, 0.26], [0.26, -0.62, 0.36], [0.27, -1.23, -1.19], [-0.18, -0.30, 0.40], [-0.22, 0.01, -0.23], [0.08, 0.46, 0.37], [0.78, -0.01, -0.63], [0.05, -0.32, 0.33], [0.26, -0.24, -0.07], [-1.10, 0.96, -0.49], [0.31, 0.65, 0.77], [-0.07, -0.23, 0.91], [-0.76, 0.44, 0.91], [0.23, 0.08, 0.00], [-0.50, -0.69, 0.52], [0.13, 0.37, 0.03], [0.13, -0.10, -0.23], [0.79, -0.23, 0.15], [-0.34, 0.06, 0.09], [0.09, -0.11, 0.25], [-0.14, 0.10, 0.62], [-0.10, 0.17, 0.13], [1.12, -1.71, -1.12], [-0.25, 0.61, 0.36], [-0.36, -0.58, -0.34], [0.29, -0.25, 0.81], [0.50, -0.01, 0.33], [0.13, 0.04, -0.36], [-0.14, -0.06, -0.07], [-0.27, -0.06, -0.31], [-0.03, 0.18, -0.13], [0.14, -0.46, -0.28], [-0.26, -0.15, 0.03], [0.20, 0.23, -0.08], [0.48, -0.64, -0.86], [-0.55, 0.37, -0.02], [-0.18, 0.03, -0.15], [0.06, 0.37, 0.10], [-0.38, -0.42, -0.10], [-0.56, 0.11, 0.16], [0.03, -0.13, 0.07], [-0.29, 0.18, -0.35], [-0.43, 0.23, -0.25], [-0.10, -0.40, -0.21], [0.56, -0.32, -0.62], [0.30, -0.35, 0.07]],
  "lowdin_charge": [0.0417, -0.0195, -0.0944, 0.0513, -0.0551, 0.0200, -0.0785, 0.0655, 0.0275, 0.0213, 0.0592, 0.0717, 0.0416, -0.1048, -0.0418, 0.1043, 0.0141, 0.1722, 0.0602, 0.0271, -0.0545, -0.0797, -0.0780, -0.0553, 0.0190, 0.1268, -0.0644, 0.0385, -0.0347, 0.0615, 0.1036, 0.0717, 0.0291, 0.0194, 0.0717, -0.0545, 0.0138, -0.0467, 0.0999, 0.0591, -0.0064, 0.0913, -0.0092, 0.0722, 0.0000, -0.0284, -0.0807, 0.0678, 0.0706, 0.0666, -0.0702, 0.0471, 0.0746, 0.0283, 0.0539, 0.0311, -0.0386]
}


2.
{
  "formula": "C3H6N2O3S",
  "method": "the ωB97M-V functional and the def2-TZVPD basis",
  "multiplicity": 1,
  "homo_lumo_gap_ev": 9.4,
  "smiles": "C=C=[S@@](N)(=O)O.N=C=O",
  "e_above_lowest_kcal_mol": 102.08,
  "elements": ["H", "S", "C", "H", "N", "H", "O", "C", "H", "O", "O", "H", "C", "H", "N"],
  "positions_angstrom": [[-1.734, -1.866, 1.111], [0.299, -0.682, 1.717], [1.226, 0.253, 0.417], [1.356, 2.004, -0.496], [-0.244, 0.590, -3.358], [0.465, 1.348, -3.250], [-0.880, -0.262, 2.767], [-0.994, 0.206, -2.483], [-0.681, -1.833, -0.069], [1.266, -1.384, 2.485], [-1.644, -0.311, -1.722], [-0.670, -0.454, 3.695], [0.853, 1.503, 0.322], [0.355, 2.211, 1.073], [-0.775, -1.767, 0.917]],
  "forces_ev_per_a": [[-1.13, 0.60, 1.22], [-1.64, -1.45, -0.89], [-1.87, -1.93, 0.70], [0.03, 0.42, -0.08], [0.62, 1.21, 0.00], [-1.18, -1.14, -0.04], [-0.24, 0.75, -0.08], [3.44, 1.62, -2.62], [0.74, 0.17, -0.87], [0.61, -0.59, 0.64], [-2.87, -1.71, 2.65], [0.47, -0.02, -0.31], [0.07, 2.64, 0.92], [0.26, -1.34, -1.26], [2.68, 0.78, 0.02]],
  "lowdin_charge": [0.0486, 0.7563, -0.2138, 0.0301, 0.1632, 0.1031, -0.2339, -0.4491, 0.0254, -0.3372, 0.1745, 0.0881, -0.1808, 0.0858, -0.0602]
}


3.
{
  "formula": "C43H51F3FeN2OPS2",
  "method": "the ωB97M-V functional and the def2-TZVPD basis",
  "multiplicity": 2,
  "s_squared": 0.99,
  "homo_lumo_gap_ev": [6.9, 7.5],
  "e_above_lowest_kcal_mol": 17.19,
  "elements": ["C", "C", "H", "C", "H", "H", "C", "H", "H", "C", "H", "H", "H", "H", "H", "C", "C", "H", "C", "H", "H", "H", "C", "H", "H", "C", "S", "C", "H", "C", "C", "C", "C", "C", "H", "H", "H", "H", "H", "C", "C", "H", "H", "H", "N", "S", "H", "H", "H", "H", "C", "H", "H", "C", "C", "H", "C", "F", "H", "C", "C", "H", "H", "C", "C", "C", "C", "C", "C", "C", "C", "H", "C", "H", "H", "H", "C", "O", "H", "C", "N", "P", "F", "C", "H", "C", "H", "H", "H", "H", "H", "H", "C", "H", "C", "Fe", "F", "H", "C", "H", "C", "H", "C", "C"],
  "positions_angstrom": [[-4.954, 3.259, 5.592], [2.754, 0.608, -3.678], [-4.763, -0.454, -1.918], [2.918, -1.488, 1.326], [-5.894, 0.034, 3.325], [-0.265, 3.755, 0.753], [-4.231, 4.208, 3.512], [0.846, -6.024, -4.129], [5.388, -3.625, 0.166], [0.205, 0.366, -2.677], [-5.461, 1.180, 5.549], [2.909, 4.537, 3.299], [0.442, -0.699, -2.758], [1.830, 2.700, 4.288], [2.062, 4.368, 1.780], [1.639, 0.812, -4.711], [-0.476, -3.166, -0.786], [3.720, 0.884, -4.107], [3.974, -2.729, -1.223], [-1.674, 4.502, 0.010], [0.094, 2.110, -3.907], [-0.810, 0.406, -2.282], [-5.114, 2.030, 4.971], [4.509, 3.720, 1.606], [0.565, 3.212, 3.192], [4.716, -2.767, 0.125], [-3.718, -0.702, 3.346], [-4.510, 0.575, -1.697], [-0.071, -7.728, -0.311], [3.721, -2.796, 1.281], [2.579, -2.111, -1.077], [-5.279, 1.612, -2.113], [0.819, -8.375, -2.768], [-2.981, 2.151, -0.612], [5.350, -1.880, 0.232], [3.866, -3.742, -1.619], [3.250, 2.760, -0.121], [4.198, 2.417, 2.730], [1.881, -2.846, -0.692], [-0.297, -5.606, -0.468], [-4.911, 2.963, -1.854], [4.234, -2.939, 2.233], [-3.512, 4.232, -0.913], [1.589, -0.064, -5.362], [-2.501, 0.908, 1.717], [-0.897, -1.164, 2.434], [1.119, 2.404, 0.751], [3.363, 1.321, -1.737], [4.562, -2.169, -1.956], [-0.528, 0.675, -4.686], [-2.322, -0.168, 2.421], [0.283, -3.784, -3.256], [0.684, 0.909, 2.761], [-4.390, 2.975, 2.895], [-4.991, 0.527, 2.958], [2.836, -0.449, -3.421], [0.216, -4.651, -2.612], [0.028, -9.340, -2.257], [3.472, -0.741, 1.900], [2.563, 3.800, 2.573], [1.608, 1.436, 2.556], [2.489, 2.485, -2.688], [-0.514, 3.692, -1.017], [-0.649, -2.055, -0.335], [0.431, -7.014, -2.272], [3.733, 3.040, 1.961], [2.649, -0.941, -0.095], [-1.813, 2.395, 0.161], [2.514, 1.426, -2.412], [1.823, 1.623, 1.050], [1.171, 1.078, -1.711], [1.879, 1.659, -5.358], [0.275, 1.038, -4.043], [3.504, -0.329, -0.401], [-6.189, 1.417, -2.668], [-5.182, 3.364, 6.645], [-4.826, 1.870, 3.619], [-2.508, -0.211, -0.785], [3.044, -3.646, 1.162], [-1.000, 3.646, -0.041], [-1.388, 1.558, 1.106], [1.268, 0.256, -0.064], [0.749, -8.469, -4.110], [-0.198, -4.479, -1.289], [2.191, -1.814, -2.051], [-3.785, 3.209, -1.137], [-5.071, 0.624, 1.878], [-4.380, 5.313, 5.346], [2.415, 0.828, 2.970], [-4.183, 2.859, 1.839], [-3.892, 5.059, 2.934], [0.687, 2.022, -1.440], [1.583, 2.815, 3.230], [3.961, 1.350, 0.639], [0.015, -6.862, -0.954], [-0.935, -0.306, 0.400], [2.087, -8.694, -2.421], [-5.530, 3.772, -2.215], [-4.506, 4.353, 4.864], [1.972, -1.649, 1.851], [-3.290, 0.797, -0.969], [-0.626, -5.482, 0.555], [0.531, -5.908, -3.101], [3.249, 2.163, 0.794]],
  "forces_ev_per_a": [[0.01, 0.05, 0.00], [0.03, -0.02, 0.00], [0.00, 0.00, -0.01], [-0.01, 0.04, -0.02], [-0.01, 0.02, -0.03], [-0.02, 0.02, -0.02], [-0.01, -0.01, 0.00], [0.00, -0.02, 0.01], [-0.01, -0.01, 0.00], [0.02, -0.05, 0.05], [0.01, -0.01, -0.01], [0.00, -0.01, 0.00], [0.02, 0.02, -0.02], [0.00, -0.02, 0.00], [0.00, 0.00, 0.00], [0.00, 0.00, -0.03], [-0.13, -0.17, 0.05], [0.00, 0.00, 0.00], [0.02, -0.02, 0.00], [0.01, 0.03, 0.02], [0.01, 0.00, 0.00], [-0.01, -0.01, 0.01], [0.04, -0.06, 0.03], [-0.01, 0.01, 0.00], [0.01, 0.01, -0.01], [0.03, 0.02, -0.01], [0.24, -0.38, 0.11], [0.57, -0.11, 0.33], [0.01, 0.00, -0.01], [-0.01, 0.00, 0.04], [-0.02, 0.04, -0.06], [-0.17, 0.58, -0.07], [-0.05, 0.02, 0.00], [-0.33, 0.02, -0.23], [-0.01, 0.00, 0.00], [0.00, 0.00, 0.00], [-0.01, -0.01, 0.02], [-0.02, 0.00, 0.01], [-0.02, -0.03, 0.02], [-0.03, 0.03, 0.06], [-0.23, -0.48, -0.16], [0.00, -0.01, 0.00], [0.00, 0.02, 0.04], [0.01, 0.00, 0.00], [0.36, -0.04, -0.34], [0.14, 0.13, 0.04], [0.05, -0.07, 0.02], [-0.01, -0.04, -0.03], [-0.01, 0.02, 0.01], [-0.01, -0.01, 0.01], [-0.27, 0.53, -0.01], [0.01, 0.00, 0.00], [-0.06, -0.01, 0.00], [-0.09, 0.00, -0.03], [-0.07, 0.17, -0.02], [-0.03, -0.02, 0.03], [0.01, 0.00, -0.05], [0.10, 0.05, -0.07], [0.01, 0.00, -0.01], [-0.01, 0.02, -0.02], [0.09, -0.06, -0.02], [0.01, 0.00, 0.01], [-0.06, -0.02, -0.02], [0.17, 0.39, 0.04], [0.02, -0.06, 0.06], [0.02, -0.02, -0.01], [0.08, -0.10, 0.08], [0.51, 0.06, -0.03], [-0.01, 0.05, 0.02], [0.07, 0.14, -0.07], [0.06, 0.03, -0.13], [0.00, 0.01, 0.01], [-0.01, 0.03, -0.01], [0.03, 0.00, 0.02], [0.02, -0.02, 0.00], [0.00, 0.00, 0.00], [0.08, 0.01, 0.05], [0.31, 0.13, 0.11], [0.01, 0.00, -0.02], [-0.03, -0.11, -0.02], [-0.90, 0.19, 0.76], [-0.36, -0.26, 0.05], [0.03, -0.03, 0.12], [0.01, 0.10, -0.06], [-0.01, 0.00, 0.01], [0.35, -0.17, 0.30], [0.04, -0.03, -0.04], [0.00, 0.00, 0.00], [0.01, 0.01, -0.01], [0.02, 0.01, -0.02], [-0.01, 0.00, -0.01], [0.02, 0.00, -0.03], [-0.04, 0.01, 0.04], [0.01, -0.02, 0.02], [0.00, 0.01, -0.01], [0.08, -0.67, -0.39], [-0.10, 0.00, -0.05], [0.00, 0.01, 0.01], [-0.02, -0.03, 0.01], [0.00, -0.02, 0.00], [-0.49, 0.11, -0.35], [0.01, 0.00, 0.00], [-0.01, 0.05, -0.03], [-0.04, 0.05, -0.01]],
  "lowdin_charge": [-0.0861, -0.1919, 0.1187, -0.1827, 0.0784, 0.0638, -0.0811, 0.1196, 0.1074, -0.1987, 0.1131, 0.1077, 0.1039, 0.1116, 0.1052, -0.1863, -0.1032, 0.1126, -0.1750, 0.0835, 0.1133, 0.0895, -0.0535, 0.1102, 0.1053, -0.1929, 0.9320, 0.0002, 0.1223, -0.1866, -0.2003, -0.0740, -0.5771, -0.1273, 0.1107, 0.1112, 0.1044, 0.1145, 0.0802, -0.0114, -0.0909, 0.1114, 0.1029, 0.1080, -0.0585, 0.7330, 0.0653, 0.0816, 0.1065, 0.1123, -1.0354, 0.1150, 0.0379, -0.0470, -0.4168, 0.0904, -0.0204, 0.1311, 0.1017, -0.1980, -0.2149, 0.1211, 0.0872, -0.1124, -0.1332, -0.1911, -0.3978, -0.2668, -0.1777, -0.4018, -0.3808, 0.1063, -0.1832, 0.0953, 0.1049, 0.1011, -0.2863, -0.1282, 0.1163, -0.0023, -0.0091, 1.1166, 0.1298, -0.2470, 0.0866, -0.0457, 0.0783, 0.0988, 0.1036, 0.0913, 0.0987, 0.0816, -0.1798, 0.0977, -0.0090, 0.2015, 0.1325, 0.0984, -0.0956, 0.0884, -0.3224, 0.1198, -0.0092, -0.1827]
}


4.
{
  "formula": "C15H12ClF9NO2S",
  "method": "the ωB97M-V functional and the def2-TZVPD basis",
  "charge": 1,
  "multiplicity": 1,
  "homo_lumo_gap_ev": 5.4,
  "elements": ["C", "C", "O", "F", "F", "C", "H", "H", "F", "C", "C", "F", "C", "H", "C", "F", "N", "F", "C", "F", "H", "H", "F", "C", "C", "F", "C", "H", "H", "H", "C", "O", "S", "C", "H", "H", "H", "C", "Cl", "C", "H"],
  "positions_angstrom": [[6.040, -2.456, 4.096], [-7.823, 0.790, -0.587], [-0.569, 0.699, 0.901], [0.878, 1.756, -2.396], [3.048, -0.349, -1.939], [7.283, -2.201, 3.537], [-4.568, 1.446, -1.272], [5.972, -2.889, 5.085], [2.226, 1.369, 0.823], [-5.578, 1.072, -1.394], [2.122, 1.214, -0.479], [3.170, 1.844, -0.997], [4.971, -1.597, 2.119], [4.073, -1.368, 1.566], [-6.538, 1.281, -0.413], [8.556, -1.387, 1.736], [-1.829, 0.564, -1.321], [1.040, 3.220, -0.877], [7.353, -1.639, 2.277], [1.063, -0.812, -1.328], [-1.469, -0.398, -1.452], [8.195, -2.434, 4.071], [2.758, -1.011, 0.027], [-8.152, 0.094, -1.744], [2.228, -0.293, -0.914], [-4.990, 0.178, -3.502], [0.874, 1.949, -1.083], [-8.570, 0.950, 0.179], [3.914, -2.361, 3.823], [-6.283, 1.828, 0.486], [-7.198, -0.108, -2.732], [-1.394, 2.690, 0.090], [-0.739, 1.494, -0.251], [-5.923, 0.380, -2.542], [6.303, -0.887, 0.577], [-7.439, -0.641, -3.642], [-2.717, 0.451, -0.788], [6.213, -1.331, 1.560], [-2.234, 1.342, -2.811], [4.884, -2.157, 3.386], [-9.153, -0.292, -1.878]],
  "forces_ev_per_a": [[-0.07, 0.06, -0.16], [-0.08, 0.01, 0.05], [0.96, -2.36, -0.62], [-0.56, -0.60, -0.36], [0.21, 0.01, -0.89], [0.19, -0.05, 0.14], [-0.08, 0.20, -0.04], [0.03, 0.00, -0.02], [-0.75, -0.21, 0.80], [0.22, -0.14, -0.03], [0.18, -0.38, -0.19], [0.21, 0.35, -0.61], [0.17, -0.07, 0.23], [0.17, -0.03, 0.17], [-0.04, -0.07, 0.00], [0.02, 0.01, -0.02], [-0.53, -0.83, -0.59], [-0.54, 0.86, 0.64], [-0.27, -0.06, 0.14], [-0.84, 0.05, 0.40], [0.11, 0.25, -0.32], [0.01, 0.03, -0.03], [-0.46, -0.55, 0.96], [0.15, 0.10, 0.10], [1.01, 0.49, -0.72], [0.08, 0.00, 0.05], [1.57, -0.34, -0.81], [0.02, 0.00, -0.02], [0.03, 0.00, -0.01], [0.01, -0.01, -0.02], [-0.08, -0.15, -0.24], [-0.87, 1.30, -1.90], [-0.28, 1.89, 3.86], [-0.29, 0.06, 0.29], [0.06, -0.03, 0.01], [0.04, 0.01, 0.01], [0.20, 0.22, 0.10], [-0.03, 0.11, -0.25], [0.21, -0.11, -0.08], [-0.09, -0.02, 0.05], [0.03, 0.01, -0.03]],
  "lowdin_charge": [-0.0767, -0.0750, -0.1776, 0.1515, 0.2149, -0.0097, 0.0628, 0.1080, 0.2037, -0.0503, -0.3983, 0.2012, -0.0895, 0.0714, -0.0736, 0.0674, -0.3882, 0.2127, -0.2861, 0.1617, 0.1424, 0.1213, 0.2193, -0.0554, -0.5700, 0.0120, -0.4929, 0.1113, 0.1004, 0.1113, -0.0040, -0.1836, 0.7179, -0.2871, 0.1148, 0.1257, 0.1255, -0.0159, 0.8556, -0.0946, 0.1157]
}


Results for max |F|: 2.330, 4.616, 1.197, 4.305 (in eV Å⁻¹, following the order of the records).
Results for electronic energy: -1320.24761, -851.17094, -4554.85407, -2540.78587 (in a.u., following the order of the records).